# C34H29ClO4P2SSbSe4Ti

C34H29ClO4P2SSbSe4Ti as an isolated structure in a non-equilibrium geometry (ωB97M-V/def2-TZVPD, the OMol25 dataset).

Properties
2S+1 = 2
⟨S²⟩ = 0.76
Kohn-Sham gap (spin up / spin down) = 4.6 / 4.6 eV
Net charge = -2
E_HOMO (spin up / spin down) = -1.211 / -1.207 eV

```
77
C34H29ClO4P2SSbSe4Ti, DFT ωB97M-V/def2-TZVPD
Ti 11.6894 9.6752 17.5633
Se 15.4211 9.3754 13.8619
Sb 13.4948 10.3140 14.9604
Se 13.6677 11.2284 17.4280
Se 11.5961 8.7513 15.3143
Se 12.9803 12.2190 13.5026
Cl 12.0798 6.1171 20.9623
C 11.7422 6.0586 19.2087
C 11.6750 7.4776 18.6064
O 10.5713 7.9335 18.1011
O 12.7264 8.2095 18.5759
H 10.8581 5.3895 19.0477
H 12.6854 5.5297 18.8458
O 4.8993 7.4107 14.9071
C 5.0298 8.0460 16.1052
O 4.1400 8.0659 16.9678
C 6.3690 8.7867 16.2375
C 7.1449 9.3112 15.1829
C 8.3037 9.9324 15.5055
C 8.6242 10.3455 16.8161
S 10.0169 11.2512 17.3004
C 7.7279 9.8580 17.8052
C 6.6969 9.0137 17.5453
H 5.6414 7.5663 14.3232
H 6.8125 9.3263 14.1108
H 9.0340 10.2380 14.7128
H 7.8217 10.2671 18.8298
H 6.1274 8.4695 18.3219
C 7.2860 15.6381 16.6245
P 8.8410 15.6802 15.6725
C 9.6766 17.2580 15.8776
C 10.3994 17.4833 17.0247
C 10.9061 18.7613 17.2949
C 10.5226 19.8922 16.5940
C 9.8917 19.5906 15.3655
C 9.6323 18.2920 14.9779
C 8.2075 15.5439 14.0641
C 7.2933 16.4397 13.4301
C 6.8963 16.1810 12.1305
C 7.3882 15.1710 11.3762
C 8.1682 14.1841 12.0327
C 8.5499 14.4121 13.3624
P 7.2158 16.7573 18.2366
C 5.8617 17.7631 17.5596
C 6.1261 19.0716 17.0593
C 5.1741 19.9056 16.5440
C 3.8568 19.5692 16.7443
C 3.5793 18.3510 17.2787
C 4.5436 17.3922 17.6052
C 6.2711 15.5650 19.2227
C 6.5548 15.5939 20.5688
C 5.9215 14.7512 21.4943
C 5.1012 13.6913 21.0289
C 4.8949 13.5699 19.6561
C 5.4736 14.4477 18.7631
H 7.2365 14.6014 16.9558
H 6.3868 15.9116 15.9655
H 10.5718 16.7771 17.8287
H 11.8236 18.7187 17.9201
H 10.7005 20.8952 16.8522
H 9.6687 20.3839 14.6330
H 9.4514 18.1269 13.9133
H 6.8344 17.2095 13.9640
H 6.0097 16.6909 11.7808
H 7.0618 15.1891 10.3520
H 8.5664 13.2446 11.5866
H 9.0427 13.6222 13.9891
H 7.1175 19.4534 17.1601
H 5.4007 20.7274 15.9266
H 3.0539 20.2600 16.5377
H 2.5223 17.9234 17.2620
H 4.3063 16.4286 17.9714
H 7.2848 16.3008 20.8487
H 6.3228 14.6537 22.5170
H 4.7597 12.9585 21.7442
H 4.5145 12.5909 19.2021
H 5.2716 14.3312 17.6480
```